Record 1
The following is a quantum chemistry calculation of a cluster of 3 separate species, C27H48BrF2INO10PSi in total, from the OMol25 dataset.

As for the net charge: 0. As for the LUMO energy: 0.12 eV. The energy is -5566.97542 a.u. The value obtained for the highest occupied orbital energy is -7.5 eV. Its SMILES is [H]/N=C\CCO[C@](CC=C)([C@H](C)CC)[C@@](CCO[Si](C)(C)C)(OCCCCI)P(O)Br.O=C1OC[C@@H](F)O1.O=C1OC[C@@H](F)O1. The value obtained for the HOMO-LUMO gap is 7.7 eV.

Cartesian coordinates (Å):
1 C 3.05392 2.30615 2.49772
2 C 2.03563 1.38632 2.36656
3 C 2.28697 -0.05462 2.02100
4 C 2.04182 -0.31785 0.46941
5 O 2.17065 0.98062 -0.08220
6 C 2.44050 1.13971 -1.45398
7 C 3.52654 2.23399 -1.60569
8 C 4.06902 2.27128 -3.01239
9 N 4.91037 1.45689 -3.47931
10 C 3.16186 -1.34036 0.13147
11 C 4.55985 -0.69714 0.05799
12 C 2.97574 -2.24741 -1.09510
13 C 4.00393 -3.40968 -1.02089
14 C 0.59100 -0.90177 0.32658
15 C -0.47853 -0.10042 1.08973
16 C -1.87659 -0.74733 1.04148
17 O -2.83189 0.32707 1.14800
18 Si -4.32690 0.01240 0.43438
19 C -4.65702 -1.79979 0.09896
20 C -5.63727 0.59540 1.66789
21 C -4.44198 1.08394 -1.12353
22 O 0.22452 -1.15101 -1.02748
23 C -0.45512 -0.12998 -1.73551
24 C -0.14303 -0.30717 -3.23347
25 C -1.33288 0.13922 -4.09216
26 C -1.68751 1.60536 -3.84214
27 I -0.06141 2.96785 -4.24666
28 P 0.60746 -2.67244 1.11073
29 O -0.00460 -2.47578 2.63015
30 Br -0.96069 -3.86298 -0.01722
31 H 3.23791 3.09098 1.77410
32 H 3.69524 2.23219 3.37406
33 H 1.01207 1.71272 2.54471
34 H 3.31938 -0.25593 2.30307
35 H 1.63976 -0.67655 2.64278
36 H 1.59309 1.52357 -2.01717
37 H 2.79244 0.26172 -1.99443
38 H 4.30561 2.12010 -0.85665
39 H 3.00591 3.18249 -1.45510
40 H 3.75008 3.05956 -3.69266
41 H 5.15250 0.78675 -2.74211
42 H 3.21685 -2.00897 0.99006
43 H 4.69402 -0.26407 -0.93128
44 H 4.65117 0.12933 0.76100
45 H 5.34926 -1.40990 0.26408
46 H 2.00867 -2.74003 -1.16474
47 H 3.16241 -1.76049 -2.05357
48 H 3.92179 -3.83393 -0.01861
49 H 3.71922 -4.18629 -1.72578
50 H 5.02081 -3.08280 -1.21082
51 H -0.26879 -0.03005 2.15102
52 H -0.56515 0.93174 0.76072
53 H -2.03664 -1.38946 1.90408
54 H -1.98813 -1.26660 0.09259
55 H -3.97652 -2.20944 -0.64931
56 H -5.66890 -1.88316 -0.30376
57 H -4.60175 -2.42984 0.98246
58 H -5.33765 1.55610 2.08156
59 H -5.64767 -0.15629 2.45934
60 H -6.63530 0.60777 1.23401
61 H -4.35387 0.49873 -2.03957
62 H -5.33608 1.70321 -1.11787
63 H -3.59103 1.76941 -1.12058
64 H -0.20678 0.88794 -1.43550
65 H -1.54606 -0.21234 -1.65378
66 H -0.01973 -1.38456 -3.36052
67 H 0.78855 0.17302 -3.51594
68 H -2.20728 -0.43768 -3.78134
69 H -1.12082 -0.05245 -5.14127
70 H -2.05655 1.77240 -2.83933
71 H -2.49421 1.89798 -4.50729
72 H 0.64682 -2.78734 3.27590
73 C -4.33523 -5.70480 2.16438
74 C -5.14482 -6.96600 1.99644
75 O -6.39115 -6.47234 1.54148
76 C -6.13567 -5.30967 0.87169
77 O -6.89840 -4.76900 0.14595
78 O -4.88207 -4.86106 1.14671
79 F -5.32579 -7.60742 3.17628
80 H -4.48967 -5.24471 3.14158
81 H -3.26989 -5.86000 2.01008
82 H -4.74318 -7.66775 1.26337
83 C 2.45289 7.68953 1.31812
84 C 2.66361 6.20608 1.14697
85 O 3.32837 5.84745 2.34320
86 C 2.91332 6.72977 3.30189
87 O 3.05652 6.57471 4.46568
88 O 2.30704 7.80651 2.73478
89 F 3.47346 5.93357 0.09248
90 H 3.31986 8.26514 0.99019
91 H 1.56778 8.05514 0.80334
92 H 1.74399 5.62482 1.05451


Record 2
The following is a quantum chemistry calculation of an isolated molecule of FH3OSi, from the OMol25 dataset.

As for the net charge: 0. As for the LUMO energy: 0.72 eV. The energy is -466.47227 a.u. The value obtained for the highest occupied orbital energy is -11.5 eV. Its SMILES is O[SiH2]F. The value obtained for the HOMO-LUMO gap is 12.2 eV.

Cartesian coordinates (Å):
1 O 0.49877 -0.53260 -0.93881
2 F -1.30599 -0.50464 0.71153
3 Si 0.08065 0.15526 0.42651
4 H -0.06364 -0.40047 -1.81873
5 H 1.18268 -0.20020 1.48074
6 H -0.39247 1.48266 0.13877


Record 3
The following is a quantum chemistry calculation of a cluster of 9 separate species, C31H53N5O10S in total, from the OMol25 dataset.

Its spin multiplicity is 2. As for the net charge: +1. As for the LUMO energy (alpha / beta): -3.50 / -8.08 eV. The energy is -2636.87522 a.u. The value obtained for the highest occupied orbital energy (alpha / beta) is -12.6 / -12.6 eV. The value obtained for the HOMO-LUMO gap (alpha / beta) is 9.1 / 4.6 eV.

Cartesian coordinates (Å):
1 C -27.02941 -2.04639 -0.74615
2 C -28.52468 -2.31629 -0.64659
3 O -29.08889 -1.29583 -1.48547
4 C -28.18580 -0.30836 -1.53066
5 O -28.35880 0.84430 -1.93123
6 O -27.03952 -0.72339 -0.79422
7 H -26.45083 -2.32120 -1.62810
8 H -26.38464 -2.18299 0.12201
9 H -28.94625 -2.36201 0.35754
10 H -28.74056 -3.19847 -1.24930
11 C -23.67325 1.65435 -2.27329
12 C -24.49097 0.44929 -2.80968
13 O -24.01657 0.35971 -4.13428
14 C -23.13163 1.31693 -4.48612
15 O -22.59441 1.47637 -5.62847
16 O -22.92099 2.11183 -3.39702
17 H -23.06794 1.18101 -1.50021
18 H -24.38560 2.36144 -1.84821
19 H -25.56167 0.65271 -2.82692
20 H -24.39177 -0.48979 -2.26525
21 C -27.64135 3.87629 -2.51356
22 C -26.69643 3.64021 -1.39839
23 O -25.73661 4.56987 -1.76156
24 C -25.78630 4.85532 -3.08537
25 O -25.01298 5.43875 -3.73342
26 O -26.84634 4.25027 -3.56073
27 H -28.53139 4.47342 -2.31515
28 H -28.09608 2.93452 -2.82077
29 H -26.35842 2.60612 -1.33127
30 H -27.07812 3.76700 -0.38530
31 C -20.64108 7.81667 -2.84314
32 C -21.86624 8.14534 -3.69219
33 C -23.17455 7.52354 -3.37465
34 C -23.88873 8.21578 -2.29166
35 N -24.50464 8.76953 -1.44500
36 H -21.02828 7.12416 -2.09574
37 H -20.36841 8.73579 -2.32452
38 H -19.71652 7.54118 -3.35050
39 H -21.60758 8.08368 -4.74925
40 H -21.92225 9.23390 -3.69276
41 H -22.87036 6.49749 -3.16777
42 H -23.87543 7.60142 -4.20580
43 C -24.53348 4.30389 1.61491
44 C -24.51642 5.74845 1.11125
45 C -25.80228 6.47446 1.23143
46 C -26.34217 6.61174 2.54149
47 N -26.66295 6.79770 3.59930
48 H -25.33727 3.65821 1.26118
49 H -24.69618 4.26288 2.69192
50 H -23.63036 3.69441 1.58302
51 H -24.16841 5.64301 0.08370
52 H -23.65270 6.33848 1.41779
53 H -26.45682 5.92609 0.55396
54 H -25.67502 7.50765 0.90829
55 C -31.71286 5.81867 -4.91992
56 C -30.36901 5.15007 -4.48134
57 C -29.90145 4.06708 -5.43035
58 C -29.76043 4.50138 -6.83356
59 N -29.67078 4.77630 -7.94412
60 H -32.09779 6.73389 -4.47014
61 H -32.58504 5.16758 -4.86081
62 H -31.66999 6.13382 -5.96249
63 H -30.37022 4.79817 -3.44970
64 H -29.49759 5.80274 -4.53399
65 H -30.50723 3.16168 -5.39316
66 H -28.86446 3.85930 -5.16660
67 C -29.10527 3.40066 1.97175
68 C -29.39290 3.93981 3.39491
69 C -30.74437 3.22009 3.75977
70 C -30.99149 3.19264 5.26816
71 N -31.07674 3.13853 6.43392
72 H -29.96866 3.71045 1.38294
73 H -29.04170 2.31256 1.96105
74 H -28.18010 3.77132 1.53042
75 H -29.56954 5.01534 3.40578
76 H -28.55156 3.91359 4.08741
77 H -30.96787 2.23098 3.36001
78 H -31.54347 3.84056 3.35412
79 C -25.17475 3.86414 -6.87607
80 C -26.04835 2.80634 -7.66411
81 C -25.99021 1.38798 -7.17765
82 C -26.69987 1.16230 -5.93847
83 N -27.25586 1.08537 -4.90633
84 H -25.13088 4.83340 -7.37277
85 H -24.13184 3.54731 -6.86884
86 H -25.53896 4.07479 -5.87055
87 H -25.65475 2.63379 -8.66580
88 H -27.08780 3.13222 -7.70233
89 H -24.97957 0.98611 -7.10545
90 H -26.57451 0.76018 -7.85037
91 C -26.61819 8.34724 -7.84984
92 S -25.99524 8.38167 -6.17641
93 O -25.65157 9.78916 -5.81972
94 C -27.45028 7.88789 -5.15853
95 H -27.64751 8.69221 -7.94781
96 H -26.45228 7.34483 -8.24450
97 H -26.09496 8.94971 -8.59239
98 H -27.81763 7.12417 -5.84403
99 H -28.14761 8.70704 -4.98295
100 H -27.23193 7.37982 -4.21922


Record 4
The following is a quantum chemistry calculation of a cluster of 16 separate species, C4H37NO15 in total, from the OMol25 dataset.

As for the net charge: 0. As for the LUMO energy: -0.07 eV. The energy is -1357.85171 a.u. The value obtained for the highest occupied orbital energy is -8.5 eV. The value obtained for the HOMO-LUMO gap is 8.5 eV.

Cartesian coordinates (Å):
1 N -1.20134 -0.15335 -2.06989
2 C 0.09531 -0.24710 -1.44875
3 C 0.20737 0.01632 -0.13195
4 C 2.49213 -0.58929 -1.97406
5 C 1.20595 -0.60208 -2.31059
6 H -1.31265 -0.87372 -2.78910
7 H -2.02956 -0.34289 -1.39194
8 H 1.05637 -0.31900 0.47592
9 H -0.71213 0.44728 0.45200
10 H 3.26371 -0.90646 -2.66849
11 H 2.70586 -0.15404 -1.02005
12 H 0.94760 -0.97161 -3.25869
13 H -2.64985 -2.11179 -0.07031
14 H -4.00920 -2.36170 -0.35190
15 O -3.36753 -1.62736 -0.44468
16 H 4.42271 0.42006 1.70849
17 H 3.50530 1.38251 1.11047
18 O 3.70378 0.44485 1.17190
19 H 0.07296 -3.97360 -2.18980
20 H -0.96665 -3.49653 -1.14673
21 O -0.92066 -3.96476 -1.94280
22 H 1.31307 -2.71629 1.60757
23 H 1.05634 -1.60443 2.67035
24 O 0.64190 -2.27176 2.15328
25 H 2.45869 3.25534 0.33608
26 H 2.36222 3.15650 1.76975
27 O 3.03132 3.00931 1.13030
28 H -3.34652 2.22639 -0.27574
29 H -2.63239 3.46543 -0.44759
30 O -3.24823 3.11516 0.03755
31 H 3.83607 -1.99338 0.40331
32 H 3.94013 -2.78603 -0.81964
33 O 3.62424 -2.79385 0.03705
34 H -0.47736 -2.49669 0.76535
35 H -1.19905 -3.56749 1.19412
36 O -1.24466 -2.93725 0.41145
37 H 2.13293 0.28520 2.83873
38 H 1.10053 0.19920 3.80174
39 O 1.81336 -0.27187 3.53254
40 H -2.01037 -2.42980 -4.06605
41 H -0.94029 -3.25532 -3.56348
42 O -1.20601 -2.66976 -4.31235
43 H -1.92531 1.14660 3.60633
44 H -1.31205 0.52505 2.39175
45 O -1.12646 1.10605 3.02870
46 H 0.15788 3.97172 -0.99917
47 H 0.83028 5.20534 -1.67706
48 O 0.68116 4.78619 -0.82982
49 H -1.04831 1.94509 -1.98663
50 H -0.73723 2.19599 -0.58854
51 O -1.00818 2.69995 -1.32684
52 H -0.81272 2.38022 2.22755
53 H -1.07739 3.50544 1.55417
54 O -0.25018 3.12964 1.71570
55 H -3.51593 0.67831 1.81427
56 H -3.43442 -0.37732 0.77694
57 O -2.93653 0.16741 1.37923


Record 5
The following is a quantum chemistry calculation of a structure of composition C17H21N3O3S, from the OMol25 dataset.

As for the net charge: 0. As for the LUMO energy: -0.49 eV. The energy is -1447.99948 a.u. The value obtained for the highest occupied orbital energy is -7.9 eV. The value obtained for the HOMO-LUMO gap is 7.5 eV.

Cartesian coordinates (Å):
1 C -1.79336 -3.12223 -2.15937
2 C -0.57836 -3.21334 -1.20991
3 C -1.10518 -2.88371 0.17985
4 C -0.09924 -3.09610 1.23291
5 C 1.03081 -2.29939 0.83610
6 O 2.09165 -2.57548 0.90324
7 N 0.52234 -0.93777 1.10982
8 C 1.36380 0.31913 0.52317
9 C 2.69214 0.54967 0.46979
10 C 2.89072 1.82723 0.13089
11 N 1.61081 2.62478 -0.00519
12 N 0.67046 1.57408 0.20226
13 C -0.57850 1.57568 0.12611
14 C -1.07877 2.51162 -0.83750
15 C -2.46006 2.68271 -1.09189
16 C -3.39965 2.28304 0.16905
17 C -2.77829 1.51045 1.21517
18 C -1.49913 1.34832 1.35411
19 H -0.97214 1.06220 2.11469
20 H -3.50674 1.43842 2.08541
21 C -4.83683 2.61890 -0.14699
22 H -5.22965 2.74479 -0.93907
23 H -5.38807 2.00035 0.53656
24 H -5.05541 3.65105 0.55632
25 H -2.83258 3.38640 -2.07427
26 H -0.33150 2.74468 -1.66206
27 C 4.20891 2.21809 -0.11608
28 H 4.66616 3.09570 0.69876
29 H 4.19612 2.95463 -0.91089
30 S 5.17323 0.77690 -0.21256
31 O 5.11381 0.51042 -1.70668
32 O 6.39816 0.90271 0.21239
33 C 4.03284 -0.18552 0.74502
34 H 4.37262 -0.33692 1.71677
35 H 3.93222 -1.30781 0.35013
36 H -0.34132 -0.42643 1.00578
37 H 0.28068 -4.06827 1.10496
38 H -0.56255 -2.82164 2.51585
39 H -1.78279 -1.95786 0.26652
40 H -2.13428 -3.60273 0.52978
41 H 0.11415 -2.53593 -1.27455
42 H -0.39579 -4.11257 -1.01612
43 H -1.54511 -3.33626 -3.21115
44 H -2.36350 -2.28191 -2.19971
45 H -2.71287 -3.81005 -2.11743


Record 6
The following is a quantum chemistry calculation of a cluster of 2 separate species, C2H3ClF2O in total, from the OMol25 dataset.

As for the net charge: 0. As for the LUMO energy: -0.49 eV. The energy is -813.04942 a.u. The value obtained for the highest occupied orbital energy is -10.1 eV. The value obtained for the HOMO-LUMO gap is 9.7 eV.

Cartesian coordinates (Å):
1 C 0.67247 -0.51432 -1.39790
2 C -0.73063 0.71140 2.21169
3 O -0.02310 0.68774 -0.96257
4 F 0.62843 -1.34168 -0.38406
5 F -1.71201 1.59041 2.23436
6 Cl -1.30486 -0.84986 2.38840
7 H 1.75326 -0.30827 -1.62127
8 H 0.29811 -0.99137 -2.25597
9 H 0.41833 1.01595 -0.21268